Entry 1:
Molecular formula: C28H79F6N6O35S7
Method: DFT, wB97M-V/def2-TZVPD

Calculated values
Maximum force, eV Å⁻¹: 4.650
Charge: -1

Each atom is followed by the atoms it is bonded to, with distances in Å.
Geometry (Å):
1 C -26.046 -6.776 10.088  F2 1.351, F3 1.397, F4 1.379, S5 1.901
2 F -26.669 -5.713 10.641  C1 1.351
3 F -26.891 -7.421 9.183  C1 1.397
4 F -24.950 -6.308 9.393  C1 1.379
5 S -25.538 -7.997 11.454  C1 1.901, O6 1.464, O7 1.445, N8 1.761, S9 2.583
6 O -24.897 -7.187 12.491  S5 1.464
7 O -26.859 -8.415 11.864  S5 1.445
8 N -24.567 -9.238 10.666  S5 1.761, S9 1.555
9 S -23.477 -9.527 11.736  S5 2.583, N8 1.555, O10 1.483, O11 1.502, C12 1.921
10 O -22.378 -8.533 11.685  S9 1.483
11 O -23.998 -9.827 13.113  S9 1.502
12 C -22.679 -11.137 11.054  S9 1.921, F13 1.359, F14 1.362, F15 1.366
13 F -21.896 -10.827 9.987  C12 1.359
14 F -21.850 -11.605 12.028  C12 1.362
15 F -23.633 -12.038 10.673  C12 1.366
16 C -33.295 -1.045 11.117  O17 1.469, H18 1.090, H19 1.090, H20 1.090
17 O -33.917 -1.267 12.428  C16 1.469, H21 0.960
18 H -32.866 -0.051 10.989  C16 1.090
19 H -32.594 -1.876 11.022  C16 1.090
20 H -34.059 -1.144 10.346  C16 1.090
21 H -34.281 -2.156 12.427  O17 0.960
22 C -28.702 -12.747 8.306  O23 1.455, H24 1.090, H25 1.090, H26 1.090
23 O -28.048 -11.481 8.007  C22 1.455, H27 0.960
24 H -29.572 -12.841 7.657  C22 1.090
25 H -27.980 -13.542 8.120  C22 1.090
26 H -28.994 -12.721 9.356  C22 1.090
27 H -27.283 -11.281 8.551  O23 0.960
28 C -19.889 -3.073 12.540  O29 1.442, H30 1.090, H31 1.090, H32 1.090
29 O -18.948 -2.434 11.653  C28 1.442, H33 0.960
30 H -20.756 -3.448 11.995  C28 1.090
31 H -19.389 -3.954 12.942  C28 1.090
32 H -20.138 -2.481 13.421  C28 1.090
33 H -18.229 -2.151 12.222  O29 0.960
34 C -21.130 -8.111 6.259  O35 1.427, H36 1.090, H37 1.090, H38 1.090
35 O -22.537 -8.333 6.344  C34 1.427, H39 0.960
36 H -20.624 -9.047 6.022  C34 1.090
37 H -20.871 -7.369 5.505  C34 1.090
38 H -20.778 -7.663 7.189  C34 1.090
39 H -22.830 -8.508 7.241  O35 0.960
40 C -28.508 1.163 7.190  O41 1.449, H42 1.090, H43 1.090, H44 1.090
41 O -28.094 2.243 6.317  C40 1.449, H45 0.960
42 H -29.068 0.400 6.649  C40 1.090
43 H -27.569 0.648 7.396  C40 1.090
44 H -29.109 1.363 8.077  C40 1.090
45 H -28.791 2.273 5.657  O41 0.960
46 C -26.968 -9.075 2.195  O47 1.415, H48 1.090, H49 1.090, H50 1.090
47 O -25.565 -8.887 2.198  C46 1.415, H51 0.960
48 H -27.512 -8.716 1.322  C46 1.090
49 H -27.205 -10.115 2.422  C46 1.090
50 H -27.319 -8.550 3.083  C46 1.090
51 H -25.298 -8.717 3.104  O47 0.960
52 O -17.783 -20.901 12.746  S53 1.469
53 S -18.399 -21.500 11.555  O52 1.469, O54 1.467, O55 1.662, C58 1.898
54 O -17.543 -21.853 10.416  S53 1.467
55 O -19.260 -22.849 12.003  S53 1.662, C56 1.456
56 C -19.518 -23.838 10.966  O55 1.456, C57 1.561, H59 1.090, H60 1.090
57 C -18.426 -24.948 10.850  C56 1.561, H61 1.090, H62 1.090, H63 1.090
58 C -19.746 -20.262 11.049  S53 1.898, H64 1.090, H65 1.090, H66 1.090
59 H -19.679 -23.284 10.041  C56 1.090
60 H -20.457 -24.289 11.287  C56 1.090
61 H -17.574 -24.578 10.279  C57 1.090
62 H -18.831 -25.798 10.302  C57 1.090
63 H -18.010 -25.360 11.769  C57 1.090
64 H -19.458 -19.211 11.038  C58 1.090
65 H -20.595 -20.375 11.723  C58 1.090
66 H -20.010 -20.513 10.022  C58 1.090
67 O -35.760 -7.208 10.036  S68 1.432
68 S -35.644 -7.964 11.247  O67 1.432, O69 1.473, O70 1.663, C73 1.837
69 O -35.014 -7.385 12.446  S68 1.473
70 O -37.099 -8.666 11.637  S68 1.663, C71 1.414
71 C -37.136 -9.689 12.613  O70 1.414, C72 1.554, H74 1.090, H75 1.090
72 C -38.606 -9.816 13.101  C71 1.554, H76 1.090, H77 1.090, H78 1.090
73 C -34.582 -9.393 10.797  S68 1.837, H79 1.090, H80 1.090, H81 1.090
74 H -36.524 -9.454 13.484  C71 1.090
75 H -36.742 -10.556 12.083  C71 1.090
76 H -39.219 -9.632 12.218  C72 1.090
77 H -38.918 -9.146 13.902  C72 1.090
78 H -38.814 -10.765 13.594  C72 1.090
79 H -34.472 -10.013 11.687  C73 1.090
80 H -33.610 -9.014 10.481  C73 1.090
81 H -34.998 -10.030 10.017  C73 1.090
82 O -17.426 -15.409 7.245  S83 1.440
83 S -16.013 -15.665 7.350  O82 1.440, O84 1.457, O85 1.634, C88 1.813
84 O -15.068 -14.770 6.696  S83 1.457
85 O -15.675 -15.731 8.947  S83 1.634, C86 1.391
86 C -15.167 -14.596 9.571  O85 1.391, C87 1.549, H89 1.090, H90 1.090
87 C -14.774 -15.020 11.007  C86 1.549, H91 1.090, H92 1.090, H93 1.090
88 C -15.696 -17.415 6.998  S83 1.813, H94 1.090, H95 1.090, H96 1.090
89 H -16.044 -13.959 9.691  C86 1.090
90 H -14.515 -13.901 9.043  C86 1.090
91 H -14.345 -14.148 11.501  C87 1.090
92 H -14.016 -15.800 10.929  C87 1.090
93 H -15.531 -15.439 11.670  C87 1.090
94 H -15.361 -17.490 5.964  C88 1.090
95 H -16.660 -17.912 7.114  C88 1.090
96 H -14.900 -17.781 7.646  C88 1.090
97 O -15.205 -10.509 17.793  S98 1.456
98 S -14.885 -9.134 18.149  O97 1.456, O99 1.492, O100 1.666, C103 1.910
99 O -15.786 -8.407 19.090  S98 1.492
100 O -13.276 -9.002 18.561  S98 1.666, C101 1.424
101 C -12.867 -7.892 19.353  O100 1.424, C102 1.542, H104 1.090, H105 1.090
102 C -11.597 -8.225 20.163  C101 1.542, H106 1.090, H107 1.090, H108 1.090
103 C -14.687 -8.109 16.549  S98 1.910, H109 1.090, H110 1.090, H111 1.090
104 H -13.701 -7.567 19.976  C101 1.090
105 H -12.616 -7.088 18.661  C101 1.090
106 H -11.274 -7.252 20.531  C102 1.090
107 H -10.758 -8.613 19.586  C102 1.090
108 H -11.798 -8.848 21.034  C102 1.090
109 H -14.317 -7.110 16.778  C103 1.090
110 H -15.666 -8.230 16.086  C103 1.090
111 H -13.996 -8.617 15.876  C103 1.090
112 O -34.113 -13.140 18.091  S113 1.497
113 S -33.557 -14.124 17.110  O112 1.497, O114 1.430, O115 1.652, C118 1.831
114 O -34.045 -14.184 15.766  S113 1.430
115 O -31.921 -13.916 17.031  S113 1.652, C116 1.399
116 C -31.483 -12.591 17.121  O115 1.399, C117 1.529, H119 1.090, H120 1.090
117 C -30.042 -12.580 16.608  C116 1.529, H121 1.090, H122 1.090, H123 1.090
118 C -33.582 -15.813 17.815  S113 1.831, H124 1.090, H125 1.090, H126 1.090
119 H -31.500 -12.294 18.170  C116 1.090
120 H -32.046 -11.942 16.450  C116 1.090
121 H -29.386 -13.351 17.011  C117 1.090
122 H -29.562 -11.622 16.809  C117 1.090
123 H -30.173 -12.672 15.530  C117 1.090
124 H -32.832 -16.411 17.297  C118 1.090
125 H -34.638 -16.084 17.796  C118 1.090
126 H -33.212 -15.707 18.834  C118 1.090
127 C -29.347 -3.966 16.833  N128 1.517, H131 1.090, H132 1.090, H133 1.090
128 N -29.062 -5.284 17.528  C127 1.517, O129 1.199, O130 1.246
129 O -30.009 -5.925 17.891  N128 1.199
130 O -27.876 -5.493 17.848  N128 1.246
131 H -28.629 -3.897 16.016  C127 1.090
132 H -29.326 -3.167 17.574  C127 1.090
133 H -30.349 -3.917 16.407  C127 1.090
134 C -21.370 -5.149 18.290  N135 1.449, H138 1.090, H139 1.090, H140 1.090
135 N -20.279 -4.217 18.487  C134 1.449, O136 1.204, O137 1.245
136 O -19.370 -4.319 17.704  N135 1.204
137 O -20.397 -3.402 19.420  N135 1.245
138 H -21.035 -6.072 17.817  C134 1.090
139 H -22.247 -4.712 17.813  C134 1.090
140 H -21.770 -5.384 19.277  C134 1.090
141 C -26.120 -19.464 9.365  N142 1.468, H145 1.090, H146 1.090, H147 1.090
142 N -26.870 -20.139 10.432  C141 1.468, O143 1.226, O144 1.210
143 O -27.515 -19.432 11.197  N142 1.226
144 O -26.822 -21.348 10.445  N142 1.210
145 H -26.168 -18.394 9.569  C141 1.090
146 H -26.647 -19.639 8.427  C141 1.090
147 H -25.122 -19.879 9.220  C141 1.090
148 C -24.887 -2.702 3.187  N149 1.472, H152 1.090, H153 1.090, H154 1.090
149 N -25.473 -2.096 1.980  C148 1.472, O150 1.199, O151 1.233
150 O -26.275 -1.213 2.102  N149 1.199
151 O -25.139 -2.586 0.899  N149 1.233
152 H -23.942 -2.236 3.467  C148 1.090
153 H -24.567 -3.710 2.924  C148 1.090
154 H -25.690 -2.593 3.917  C148 1.090
155 C -22.178 -12.253 19.775  N156 1.513, H159 1.090, H160 1.090, H161 1.090
156 N -22.301 -13.343 20.817  C155 1.513, O157 1.202, O158 1.180
157 O -23.384 -13.852 20.935  N156 1.202
158 O -21.351 -13.637 21.453  N156 1.180
159 H -23.003 -11.541 19.740  C155 1.090
160 H -22.178 -12.901 18.898  C155 1.090
161 H -21.202 -11.788 19.912  C155 1.090

=====

Entry 2:
Molecular formula: C28H79N3O13
Method: DFT, wB97M-V/def2-TZVPD

Calculated values
SMILES: COCCNCCOC.COCCNCCOC.COCCNCCOC.CCO.CCO.CCO.CCO.CCO.O.O
Maximum force, eV Å⁻¹: 4.072
Energy relative to the best compared isomer or geometry (same formula, charge and spin), eV: 0.325

Each atom is followed by the atoms it is bonded to, with distances in Å.
Geometry (Å):
1 C -24.001 -0.976 0.143  O2 1.328, H10 1.093, H11 1.094, H12 1.128
2 O -24.249 -0.369 -1.013  C1 1.328, C3 1.400
3 C -23.271 0.581 -1.331  O2 1.400, C4 1.515, H13 1.093, H14 1.070
4 C -23.632 1.536 -2.450  C3 1.515, N5 1.459, H15 1.149, H16 1.064
5 N -24.807 2.343 -2.137  C4 1.459, C6 1.425, H17 1.063
6 C -24.848 3.598 -2.810  N5 1.425, C7 1.496, H18 1.122, H19 1.093
7 C -25.971 4.489 -2.381  C6 1.496, O8 1.436, H20 1.134, H21 1.092
8 O -27.126 3.640 -2.292  C7 1.436, C9 1.383
9 C -28.236 4.044 -1.571  O8 1.383, H22 1.083, H23 1.129, H24 1.064
10 H -24.882 -1.444 0.586  C1 1.093
11 H -23.634 -0.338 0.952  C1 1.094
12 H -23.245 -1.807 0.039  C1 1.128
13 H -22.278 0.198 -1.578  C3 1.093
14 H -23.089 1.051 -0.388  C3 1.070
15 H -23.795 0.850 -3.358  C4 1.149
16 H -22.751 2.131 -2.488  C4 1.064
17 H -25.767 1.898 -2.037  N5 1.063
18 H -25.177 3.488 -3.877  C6 1.122
19 H -23.836 4.012 -2.827  C6 1.093
20 H -26.170 5.395 -3.032  C7 1.134
21 H -25.806 4.880 -1.375  C7 1.092
22 H -28.760 4.813 -2.125  C9 1.083
23 H -27.967 4.497 -0.573  C9 1.129
24 H -28.807 3.155 -1.445  C9 1.064
25 C -23.233 -6.706 6.141  O26 1.411, H34 1.134, H35 1.064, H36 1.122
26 O -23.792 -5.551 6.727  C25 1.411, C27 1.404
27 C -25.020 -5.078 6.239  O26 1.404, C28 1.484, H37 1.076, H38 1.105
28 C -24.927 -4.734 4.799  C27 1.484, N29 1.478, H39 1.140, H40 1.120
29 N -23.867 -3.712 4.678  C28 1.478, C30 1.438, H41 1.009
30 C -23.786 -3.021 3.420  N29 1.438, C31 1.510, H42 1.112, H43 1.060
31 C -22.784 -1.899 3.550  C30 1.510, O32 1.435, H44 1.114, H45 1.166
32 O -21.508 -2.554 3.582  C31 1.435, C33 1.479
33 C -20.427 -1.550 3.476  O32 1.479, H46 1.081, H47 1.108, H48 1.138
34 H -22.554 -6.455 5.267  C25 1.134
35 H -24.023 -7.323 5.784  C25 1.064
36 H -22.641 -7.254 6.921  C25 1.122
37 H -25.348 -4.277 6.878  C27 1.076
38 H -25.779 -5.871 6.361  C27 1.105
39 H -25.926 -4.272 4.502  C28 1.140
40 H -24.787 -5.590 4.090  C28 1.120
41 H -22.996 -4.062 5.048  N29 1.009
42 H -24.766 -2.518 3.263  C30 1.112
43 H -23.598 -3.692 2.621  C30 1.060
44 H -22.926 -1.351 4.509  C31 1.114
45 H -22.689 -1.250 2.586  C31 1.166
46 H -19.544 -2.168 3.380  C33 1.081
47 H -20.377 -0.837 4.322  C33 1.108
48 H -20.496 -0.944 2.515  C33 1.138
49 C -20.698 -0.789 7.933  O50 1.394, H58 1.124, H59 1.125, H60 1.070
50 O -21.918 -0.512 8.547  C49 1.394, C51 1.410
51 C -22.991 -1.146 7.888  O50 1.410, C52 1.528, H61 1.097, H62 1.094
52 C -23.608 -0.471 6.664  C51 1.528, N53 1.458, H63 1.090, H64 1.115
53 N -24.841 -1.153 6.290  C52 1.458, C54 1.464, H65 1.003
54 C -25.676 -0.323 5.420  N53 1.464, C55 1.513, H66 1.062, H67 1.055
55 C -26.550 0.671 6.152  C54 1.513, O56 1.394, H68 1.099, H69 1.051
56 O -27.863 0.269 6.395  C55 1.394, C57 1.413
57 C -28.613 1.466 6.439  O56 1.413, H70 1.135, H71 1.095, H72 1.131
58 H -20.577 -1.902 7.834  C49 1.124
59 H -20.020 -0.442 8.761  C49 1.125
60 H -20.515 -0.260 7.021  C49 1.070
61 H -23.735 -1.075 8.691  C51 1.097
62 H -22.737 -2.199 7.733  C51 1.094
63 H -22.912 -0.315 5.840  C52 1.090
64 H -23.937 0.520 7.057  C52 1.115
65 H -24.629 -2.056 5.907  N53 1.003
66 H -26.318 -0.874 4.778  C54 1.062
67 H -25.091 0.282 4.784  C54 1.055
68 H -26.665 1.593 5.565  C55 1.099
69 H -26.050 0.957 7.032  C55 1.051
70 H -28.465 2.112 5.518  C57 1.135
71 H -28.460 2.019 7.372  C57 1.095
72 H -29.672 1.072 6.387  C57 1.131
73 C -24.003 3.102 4.500  C74 1.527, H76 1.117, H77 1.086, H78 1.065
74 C -22.944 2.470 3.599  C73 1.527, O75 1.436, H79 1.141, H80 1.116
75 O -22.560 3.256 2.460  C74 1.436, H81 0.958
76 H -23.560 3.971 5.044  C73 1.117
77 H -24.251 2.315 5.207  C73 1.086
78 H -24.918 3.394 4.041  C73 1.065
79 H -23.474 1.560 3.162  C74 1.141
80 H -22.045 2.065 4.121  C74 1.116
81 H -21.983 3.886 2.895  O75 0.958
82 C -21.536 2.977 8.001  C83 1.459, H85 1.090, H86 1.089, H87 1.109
83 C -22.430 4.120 7.848  C82 1.459, O84 1.450, H88 1.104, H89 1.058
84 O -21.974 5.117 6.899  C83 1.450, H90 0.964
85 H -21.437 2.292 7.159  C82 1.090
86 H -21.963 2.380 8.805  C82 1.089
87 H -20.521 3.223 8.373  C82 1.109
88 H -22.574 4.603 8.830  C83 1.104
89 H -23.369 3.765 7.515  C83 1.058
90 H -22.516 5.909 6.998  O84 0.964
91 C -24.985 7.324 2.192  C92 1.569, H94 1.079, H95 1.107, H96 1.131
92 C -26.272 6.427 2.165  C91 1.569, O93 1.406, H97 1.044, H98 1.104
93 O -27.163 6.699 1.112  C92 1.406, H99 0.912
94 H -24.457 7.074 3.100  C91 1.079
95 H -25.282 8.382 2.327  C91 1.107
96 H -24.439 7.163 1.215  C91 1.131
97 H -26.875 6.605 2.999  C92 1.044
98 H -25.836 5.416 2.081  C92 1.104
99 H -26.756 6.337 0.381  O93 0.912
100 C -19.951 2.221 -0.884  C101 1.550, H103 1.086, H104 1.086, H105 1.131
101 C -19.699 1.932 0.618  C100 1.550, O102 1.398, H106 1.105, H107 1.165
102 O -20.694 1.314 1.382  C101 1.398, H108 0.982
103 H -19.012 2.509 -1.346  C100 1.086
104 H -20.637 3.047 -1.045  C100 1.086
105 H -20.431 1.307 -1.347  C100 1.131
106 H -19.204 2.777 1.130  C101 1.105
107 H -18.876 1.126 0.448  C101 1.165
108 H -21.364 1.992 1.620  O102 0.982
109 C -27.796 0.903 1.643  C110 1.465, H112 1.124, H113 1.069, H114 1.045
110 C -27.780 2.366 1.715  C109 1.465, O111 1.425, H115 1.071, H116 1.105
111 O -26.716 2.801 2.558  C110 1.425, H117 0.986
112 H -27.021 0.393 1.008  C109 1.124
113 H -28.730 0.547 1.263  C109 1.069
114 H -27.718 0.489 2.599  C109 1.045
115 H -28.716 2.648 2.153  C110 1.071
116 H -27.718 2.791 0.697  C110 1.105
117 H -25.936 2.914 1.966  O111 0.986
118 O -24.554 3.568 0.699  H119 0.956, H120 1.006
119 H -23.783 3.312 1.204  O118 0.956
120 H -24.597 2.892 -0.044  O118 1.006
121 O -20.940 4.751 4.306  H122 0.994, H123 0.961
122 H -21.150 4.820 5.276  O121 0.994
123 H -20.117 5.226 4.158  O121 0.961

=====

no.,frontier orbital gap (eV),LUMO energy (eV),electronic energy (eV)
1,7.91,1.1,-203048.0597
2,8.86,0.3,-61397.7460